# 1
Entry from the OMol25 dataset: a cluster of 2 separate species, C39H36NO2Si in total in a non-equilibrium geometry (ωB97M-V with the def2-TZVPD basis set).

- Highest occupied orbital energy: -10.17 eV
- Largest force on an atom: 2.47 eV/Å
- Electronic energy: -2002.268704 Ha
- E_LUMO: -4.76 eV
- Total charge: +1

The geometry in XYZ format:
```
79
C39H36NO2Si | the OMol25 dataset | ωB97M-V with the def2-TZVPD basis set
C 1.784 -3.272 2.067
C 1.623 -1.816 1.932
N 2.621 -0.959 2.258
C 3.953 -1.361 2.674
C 2.187 0.364 2.154
C 0.835 0.337 1.741
C 0.157 1.533 1.538
C 0.859 2.737 1.717
C 2.212 2.743 2.103
C 2.900 1.540 2.329
C 0.466 -1.060 1.555
C -0.773 -1.492 1.035
C -2.026 -1.110 1.604
C -2.134 -0.306 2.777
C -3.377 0.114 3.236
C -4.549 -0.276 2.572
C -4.466 -1.136 1.465
C -3.233 -1.568 1.004
H 0.795 -3.730 1.986
H 2.429 -3.685 1.277
H 2.220 -3.546 3.041
H 4.555 -0.459 2.799
H 3.930 -1.907 3.626
H 4.423 -2.005 1.920
H -0.897 1.511 1.262
H 0.340 3.682 1.550
H 2.728 3.695 2.225
H 3.947 1.504 2.618
H -0.776 -2.337 0.341
H -1.229 -0.024 3.320
H -3.436 0.751 4.121
H -5.519 0.074 2.919
H -5.370 -1.478 0.964
H -3.160 -2.260 0.161
C -7.436 -3.546 -1.559
C -7.089 -3.887 -2.869
C -6.180 -3.094 -3.585
C -5.597 -1.965 -2.988
Si -4.429 -0.873 -3.922
C -3.519 -1.793 -5.242
C -3.204 -3.149 -5.096
C -2.464 -3.816 -6.079
C -2.050 -3.137 -7.229
C -2.408 -1.798 -7.406
C -3.154 -1.131 -6.425
C -5.405 0.476 -4.756
C -6.350 0.113 -5.733
C -7.109 1.089 -6.393
C -6.937 2.440 -6.075
C -6.009 2.805 -5.093
C -5.252 1.830 -4.432
O -3.383 -0.158 -2.709
C -2.192 -0.577 -2.347
C -1.316 -0.076 -1.385
C 0.027 -0.512 -1.775
C -0.276 -1.762 -2.578
O -1.669 -1.605 -3.003
C -5.987 -1.604 -1.690
C -6.892 -2.395 -0.976
H -8.134 -4.163 -0.993
H -7.522 -4.770 -3.342
H -5.926 -3.361 -4.614
H -3.533 -3.694 -4.209
H -2.211 -4.866 -5.930
H -1.455 -3.653 -7.985
H -2.109 -1.260 -8.307
H -3.454 -0.092 -6.577
H -6.495 -0.940 -5.990
H -7.830 0.790 -7.155
H -7.524 3.203 -6.586
H -5.871 3.856 -4.837
H -4.532 2.125 -3.663
H -1.564 0.809 -0.807
H 0.528 0.226 -2.425
H 0.691 -0.719 -0.935
H 0.366 -1.877 -3.458
H -0.227 -2.657 -1.944
H -5.586 -0.695 -1.231
H -7.175 -2.111 0.038
```



# 2
Entry from the OMol25 dataset: a structure of composition C39H37BaN4O6PSi in a non-equilibrium geometry (ωB97M-V with the def2-TZVPD basis set).

- Energy relative to the best compared isomer or geometry (same formula, charge and spin): 33.7 kcal per mole
- Highest occupied orbital energy (alpha / beta): -7.50 / -7.50 eV
- Largest force on an atom: 4.24 eV/Å
- Electronic energy: -2835.276053 Ha
- E_LUMO (alpha / beta): 0.25 / 0.28 eV
- Total charge: 0

The geometry in XYZ format:
```
89
C39H37BaN4O6PSi | the OMol25 dataset | ωB97M-V with the def2-TZVPD basis set
Ba 12.843 -5.092 15.021
O 16.001 -3.405 17.774
C 14.957 -3.031 17.003
O 14.962 -3.139 15.797
C 13.653 -2.668 17.729
C 13.519 -1.936 18.885
C 12.288 -1.871 19.569
C 11.231 -2.507 18.945
C 11.411 -3.155 17.660
N 12.598 -3.125 17.112
C 10.220 -3.687 16.854
O 9.508 -4.463 17.863
O 10.499 -4.351 15.709
H 16.382 -4.134 17.200
H 14.503 -1.650 19.333
H 12.086 -1.443 20.511
H 10.306 -2.397 19.504
H 9.339 -5.320 17.465
O 14.693 -6.185 16.303
C 15.836 -6.755 16.413
O 16.878 -6.198 16.828
C 15.948 -8.139 15.927
C 17.134 -8.822 16.193
C 17.319 -10.094 15.680
C 16.271 -10.817 15.079
C 15.073 -10.189 14.950
C 14.857 -8.874 15.356
P 13.110 -8.281 15.470
C 12.266 -9.728 14.726
C 12.183 -9.652 13.291
C 11.321 -10.460 12.572
C 10.525 -11.399 13.210
C 10.686 -11.568 14.577
C 11.475 -10.783 15.340
C 12.874 -8.726 17.270
C 13.624 -9.556 18.087
C 13.087 -9.832 19.330
C 11.958 -9.281 19.933
C 11.340 -8.261 19.219
C 11.724 -8.094 17.901
H 17.934 -8.296 16.681
H 18.139 -10.720 15.897
H 16.351 -11.904 14.922
H 14.217 -10.650 14.477
H 12.674 -8.832 12.783
H 11.219 -10.239 11.466
H 9.868 -12.054 12.677
H 9.988 -12.251 15.109
H 11.466 -10.960 16.436
H 14.614 -9.828 17.712
H 13.685 -10.500 20.006
H 11.634 -9.603 20.916
H 10.471 -7.687 19.519
H 11.203 -7.335 17.327
N 13.284 -5.960 10.609
C 14.479 -6.215 11.204
C 15.226 -7.276 10.821
C 16.385 -7.555 11.487
C 16.820 -6.787 12.587
C 16.041 -5.695 12.819
N 14.849 -5.337 12.212
C 12.676 -4.677 10.739
C 12.674 -3.797 9.667
C 12.185 -2.483 9.877
C 11.547 -2.275 11.093
C 11.540 -3.276 12.085
N 12.145 -4.424 11.960
H 13.290 -6.334 9.649
H 15.003 -7.799 9.888
H 17.040 -8.398 11.181
H 17.617 -7.088 13.279
H 16.264 -5.084 13.678
H 13.226 -4.047 8.753
H 12.294 -1.666 9.155
H 10.949 -1.433 11.258
H 10.874 -3.123 12.977
C 7.845 -1.708 17.826
Si 8.911 -2.278 16.400
C 7.848 -3.045 14.989
C 9.678 -0.675 15.751
H 7.214 -0.825 17.519
H 8.338 -1.477 18.713
H 7.235 -2.642 17.884
H 6.912 -2.600 14.645
H 7.568 -4.095 15.202
H 8.519 -3.020 14.141
H 8.900 -0.141 15.184
H 10.613 -0.721 15.171
H 9.923 -0.045 16.666
```



The highest total charge belongs to which entry? C39H36NO2Si